Entry 1:
12
Properties=species:S:1:pos:R:3:forces:R:3:lowdin_charge:R:1 method="wB97M-V/def2-TZVPD" homo_ev=-8.85 gap_ha=0.299
C -1.9464 -1.1971 0.1005 -2.981 -2.031 1.224 -0.48
S -0.2278 -0.9372 -0.3855 -0.705 -0.643 0.714 0.88
C -0.1457 0.7685 -0.1402 1.452 0.720 -0.290 -1.10
S -1.2827 1.9156 -0.0975 -1.164 -0.076 0.246 0.72
C 1.2304 1.3708 -0.1092 -0.173 -1.435 -0.766 -0.29
N 2.3769 0.8446 -0.0729 1.649 -0.211 0.166 0.00
O 2.4459 -0.5132 0.0529 -3.507 0.189 0.101 -0.08
H -2.7053 -1.0155 -0.7992 1.590 -0.259 2.301 0.07
H -2.3052 -2.3085 0.7320 1.778 2.898 -2.580 0.14
H -2.0867 -0.5438 1.0019 -0.296 -0.023 -1.334 0.00
H 1.3247 2.4009 -0.3385 -0.421 0.965 0.244 0.08
H 3.3219 -0.7850 0.0557 2.779 -0.094 -0.026 0.06

=====

Entry 2:
24
Properties=species:S:1:pos:R:3:forces:R:3:lowdin_charge:R:1 method="wB97M-V/def2-TZVPD" homo_ev=-12.06 gap_ha=0.309 total_charge=+1
C -0.7947 -0.0542 -1.8907 4.807 2.953 -3.883 -0.01
C 0.2041 0.5296 -0.8210 -2.326 3.327 -0.688 -0.20
C 0.2499 -0.2686 0.4065 -0.990 -4.778 2.220 -0.22
C 0.7714 -0.4108 2.8994 -0.062 -0.631 1.585 0.04
C 0.9208 0.1312 1.7065 1.169 1.297 -1.516 -0.39
C 1.7614 1.3336 1.4698 1.233 3.520 2.500 -0.10
N 0.1757 -0.7765 -2.9665 0.292 8.006 -0.127 0.22
H -1.3276 0.5107 -2.7244 0.426 0.627 2.179 0.16
H -1.4355 -0.7209 -1.5321 -2.500 -3.153 1.667 0.06
H 1.2082 0.8600 -1.1822 -0.800 -0.599 -0.174 0.13
H -0.2991 1.4869 -0.5556 0.440 -0.175 -0.211 0.13
H -0.7091 -0.6452 0.8496 -0.058 0.938 -1.375 0.12
H 0.5987 -1.2667 0.0805 0.641 -0.027 0.309 0.13
H 0.2956 -1.3591 3.1520 -0.474 0.200 -0.728 0.07
H 1.1395 0.0174 3.8558 0.323 0.082 -1.168 0.08
H 2.5747 1.3054 0.6650 -0.830 -0.554 1.417 0.10
H 1.1290 2.2086 1.1051 0.524 -0.962 0.500 0.08
H 2.1925 1.7470 2.5793 -0.762 -1.149 -3.354 0.15
H 0.9966 -0.0974 -3.3030 -2.319 -1.549 1.187 0.24
H 0.5817 -1.4846 -2.5776 2.986 -5.962 2.549 0.07
H -0.3409 -0.9363 -3.7495 -1.685 -1.411 -2.824 0.11
H -3.1167 -0.1048 1.3073 -0.323 1.483 2.426 0.00
H -3.6971 -1.3838 0.6733 0.744 1.135 0.034 0.08
O -3.0790 -0.6213 0.5524 -0.457 -2.620 -2.527 -0.03

=====

Entry 3:
45
Properties=species:S:1:pos:R:3:forces:R:3:lowdin_charge:R:1 method="wB97M-V/def2-TZVPD" homo_ev="-13.46 / -13.46" gap_ha="0.346 / 0.215" multiplicity=2 total_charge=+1 s_squared=0.7521
C 2.1185 -1.8938 -1.2024 -0.473 -0.617 -0.083 -0.06
C 1.1480 -1.1991 -0.2518 0.031 1.116 -1.579 -0.22
C 0.8040 -2.0188 0.9794 0.689 -1.156 1.214 -0.15
C 0.0587 -1.1370 1.9147 -0.597 -0.713 -0.963 -0.14
C 0.7604 -0.3376 2.8218 0.809 0.497 0.683 0.05
C 0.3348 0.6615 3.8104 -0.365 -0.308 0.988 -0.02
C -1.3879 -1.1242 1.6164 -0.379 0.994 -0.132 0.00
H 1.5773 -2.6641 -1.7525 0.067 -0.402 0.264 0.09
H 2.9469 -2.3373 -0.6538 0.175 0.025 -0.212 0.09
H 2.4764 -1.2668 -2.0148 0.238 0.421 0.333 0.07
H 0.2673 -0.9227 -0.8363 -0.398 -0.334 0.217 0.10
H 1.5313 -0.2007 -0.0169 0.305 -0.231 0.596 0.10
H 1.7192 -2.4695 1.3809 0.321 0.840 0.382 0.14
H 0.2590 -2.9515 0.8176 -0.639 0.520 -0.696 0.11
H 1.8332 -0.4679 2.8462 0.211 -0.305 -0.440 0.14
H -0.4669 0.3259 4.4772 -0.379 -0.025 -0.469 0.11
H 0.0469 1.6013 3.3561 -0.290 0.125 -0.184 0.09
H 1.1303 0.9002 4.5106 0.368 -0.039 -0.240 0.10
H -1.9344 -0.2097 1.8470 0.247 0.077 0.522 0.07
H -1.9463 -1.9328 2.0904 0.260 -0.336 0.045 0.13
H -1.4954 -1.2061 0.5293 -0.054 -0.396 0.053 0.09
H -0.9149 1.1241 0.7197 -0.126 -0.080 -0.803 0.00
H -0.5012 2.2476 1.5632 0.126 0.451 -0.075 0.05
O -0.1735 1.7377 0.8155 0.064 -0.123 0.575 -0.06
H -2.6975 1.1337 -0.5930 0.001 0.332 -0.340 0.04
H -1.4630 0.9384 -1.5936 -0.413 0.539 0.427 0.00
O -2.1037 0.4982 -0.9987 0.294 -0.921 0.144 -0.06
H -0.9742 0.4779 -3.6645 0.098 0.370 -0.297 0.03
H -0.9063 -0.9446 -3.2885 0.139 -0.340 -0.312 0.05
O -0.4916 -0.3210 -3.9002 -0.544 -0.263 0.559 -0.04
H 1.2867 0.7917 -4.3179 -0.126 -0.413 0.125 0.03
H 1.7527 0.5934 -2.8555 -0.228 -0.327 -0.155 0.00
O 1.7533 1.2055 -3.5901 0.624 1.030 0.010 -0.05
H 0.4012 2.5145 -2.5208 0.229 -0.177 0.093 0.05
H -0.0739 2.4638 -0.9983 0.179 0.123 -0.151 0.02
O -0.3134 2.2790 -1.9146 -0.359 0.014 -0.157 -0.06
H -2.9219 2.9757 1.4859 -0.287 0.058 0.191 0.08
H -3.3414 1.8510 2.4807 -0.492 0.227 0.393 0.06
O -2.8429 2.0390 1.6917 0.645 -0.175 -0.516 -0.03
H 2.6021 2.0893 1.6614 -0.211 0.047 0.026 0.02
H 1.9479 2.1341 0.2541 -0.111 -0.006 0.325 -0.01
O 2.7716 2.2609 0.7343 0.389 -0.039 -0.300 -0.04
H -2.1643 -3.8564 -0.0015 0.480 -0.762 0.548 0.04
H -0.7198 -4.4985 -0.5221 -0.018 -0.678 0.965 0.03
O -1.4984 -3.9835 -0.6747 -0.502 1.359 -1.574 -0.04

=====

Entry 4:
8
Properties=species:S:1:pos:R:3:forces:R:3:lowdin_charge:R:1 method="wB97M-V/def2-TZVPD" homo_ev=-8.82 gap_ha=0.338 smiles=NP(O)S
N 0.8237 0.7881 -0.0152 0.858 1.871 -3.445 -0.25
P 0.0994 -0.5438 -0.8001 -1.766 0.569 1.392 0.63
O 0.7493 -1.6999 0.1200 1.706 0.450 0.963 -0.42
S -2.1394 -0.5653 0.3273 1.821 1.106 -1.939 0.15
H 0.4920 1.1284 0.8185 -1.187 -0.043 3.006 -0.02
H 0.8572 1.7298 -0.5273 0.139 -2.230 0.049 0.08
H 1.5245 -1.3128 0.6422 -1.536 -0.808 -0.907 0.09
H -2.4067 0.4755 -0.5655 -0.035 -0.916 0.881 -0.25

=====

Entry 5:
26
Properties=species:S:1:pos:R:3:forces:R:3:lowdin_charge:R:1 method="wB97M-V/def2-TZVPD" homo_ev=-4.97 gap_ha=0.314 total_charge=-1
N -0.1983 2.8572 0.2046 0.900 -1.135 -0.370 0.01
C -0.4291 1.4377 -0.2979 -1.781 1.935 0.912 -0.32
C -0.6469 1.4444 -1.8390 0.415 -1.300 1.904 -0.24
O 0.6111 1.5412 -2.4853 -0.177 0.297 -0.593 -0.08
C -1.6361 0.8615 0.5789 1.206 0.156 -1.374 -0.33
O -1.3844 -0.4318 0.9143 0.024 -1.696 0.207 -0.25
H 0.6747 3.1583 -0.2175 0.027 0.234 0.035 0.05
H -0.8985 3.4791 -0.1698 -0.334 0.015 -0.141 0.05
H 0.4191 0.8355 0.0298 0.091 0.075 -0.379 0.11
H -1.2207 0.5251 -2.0809 0.440 0.184 -0.357 0.11
H -1.2761 2.2897 -2.1084 0.126 0.178 -0.161 0.11
H 1.2667 1.0321 -1.9911 -0.262 -0.228 0.035 0.07
H -1.6240 1.4992 1.4775 -0.683 0.245 -0.309 0.10
H -2.5599 0.8906 -0.0728 0.333 0.460 0.888 0.11
H 0.6722 -2.1608 2.1508 -0.049 -0.750 -0.549 0.01
H 0.2124 -2.4764 0.7627 0.213 0.326 0.536 -0.06
O 0.5754 -2.9471 1.5108 0.295 0.073 0.829 -0.12
H -0.4160 -2.6888 -0.3951 -0.705 -0.087 -0.892 0.02
H -0.6714 -1.3120 -0.9869 -0.099 -0.034 0.494 0.02
O -0.2277 -2.1509 -1.1756 0.031 -0.375 -0.352 -0.06
H 1.6912 -1.7706 -0.3184 0.036 0.261 -0.051 0.00
H 2.0672 -0.4817 0.4212 -0.137 -0.308 0.299 0.01
O 2.2807 -1.0049 -0.3597 0.391 0.352 -0.238 -0.08
H 0.6219 0.0325 3.1447 -0.333 -0.078 -0.157 0.00
H -0.4930 -0.5814 1.7507 -0.231 1.157 -0.212 0.01
O 0.5148 -0.6041 2.4335 0.263 0.042 -0.003 -0.26

=====

Entry 6:
17
Properties=species:S:1:pos:R:3:forces:R:3:lowdin_charge:R:1 method="wB97M-V/def2-TZVPD" homo_ev=-8.12 gap_ha=0.325 smiles=Nc1nc(N)c2nc[nH]c2n1
N 2.8954 -1.2259 -0.2080 1.025 2.265 1.567 0.08
C 1.6134 -0.6474 -0.1588 -2.472 -2.412 1.589 -0.40
N 1.6520 0.7260 -0.1752 -2.984 -1.316 0.637 0.12
C 0.3942 1.2832 -0.0657 0.549 -3.315 -1.418 -0.35
N 0.3130 2.5778 0.2862 -2.920 2.500 -3.522 0.11
C -0.8060 0.4797 -0.3581 -1.235 -0.692 1.937 -0.15
N -2.2100 0.8004 -0.2628 0.510 -0.629 -0.248 0.08
C -2.7982 -0.3398 -0.1206 -3.228 -2.298 3.256 -0.22
N -1.9717 -1.5395 0.0757 -2.059 1.926 -0.604 0.10
C -0.7749 -0.9088 -0.0728 6.758 -2.017 -0.165 -0.34
N 0.4867 -1.5400 0.0745 1.059 3.042 -1.401 0.11
H 3.1705 -2.0642 0.2948 -1.363 -0.438 -0.397 0.08
H 3.4789 -0.5083 0.3054 -0.466 -0.774 -1.434 0.10
H 1.1977 3.0582 0.2663 0.390 -0.117 -0.007 0.09
H -0.3273 3.0021 -0.5593 1.643 -0.655 3.195 0.19
H -3.8801 -0.6071 0.4069 2.418 1.563 -2.261 0.16
H -2.4337 -2.5466 0.2716 2.376 3.368 -0.722 0.22

=====

Entry 7:
17
Properties=species:S:1:pos:R:3:forces:R:3:lowdin_charge:R:1 method="wB97M-V/def2-TZVPD" homo_ev=-9.78 gap_ha=0.391 smiles="CC(N)=O.CC"
C -1.7544 1.4491 -0.7336 0.715 -1.364 -0.208 0.00
C -1.8002 0.7693 0.6214 0.459 0.529 0.247 -0.58
N -1.0252 -0.3657 0.7454 -1.709 2.278 -0.143 0.13
O -2.4014 1.1899 1.5890 -0.220 0.181 -0.093 0.04
H -0.7662 1.2175 -1.1427 0.001 0.309 -0.106 0.05
H -1.8991 2.5202 -0.7613 -0.405 -0.035 0.287 0.08
H -2.4320 0.8756 -1.3698 -0.320 0.481 -0.136 0.09
H -1.1971 -0.6732 1.6895 0.643 -1.336 -0.294 0.12
H -0.6785 -0.7484 -0.1110 0.241 -0.849 0.541 0.07
C 1.7417 -1.3720 0.4713 1.645 0.083 -1.814 -0.16
C 1.6501 -0.2895 -0.6306 0.427 1.657 1.801 -0.18
H 0.8226 -1.9082 0.6071 0.000 -0.374 0.456 0.04
H 2.5654 -1.9951 0.1491 -0.233 -1.095 -0.080 0.05
H 2.1995 -0.9406 1.3592 -0.804 0.250 0.309 0.07
H 1.2691 0.5432 -0.0339 -0.288 0.458 -0.650 0.05
H 1.0615 -0.3387 -1.5405 -0.214 -0.827 0.045 0.06
H 2.6444 0.0665 -0.9085 0.061 -0.347 -0.161 0.07

=====

Entry 8:
49
Properties=species:S:1:pos:R:3:forces:R:3:lowdin_charge:R:1 method="wB97M-V/def2-TZVPD" homo_ev=-7.99 gap_ha=0.298
C 5.7811 2.1800 0.9003 -3.885 2.784 1.523 -0.04
H 6.2588 2.0056 0.0144 2.243 -0.953 -1.829 0.01
C 4.2997 1.4613 0.7095 4.923 3.682 3.083 -0.38
C 3.6053 1.9785 -0.4366 1.679 0.328 -3.799 -0.21
C 2.2248 1.4593 -0.4126 3.625 -6.522 -1.329 -0.33
N 1.6056 1.5852 0.7674 -5.263 2.153 2.772 -0.17
C 2.3919 1.0712 2.0318 2.906 0.925 -10.418 -0.07
C 3.5554 1.9197 1.9205 2.151 -4.039 3.501 -0.20
H 4.0948 1.5709 2.8327 0.693 0.491 -0.372 0.13
H 3.3751 2.9113 2.1168 -0.508 2.436 -0.339 0.11
H 1.6862 1.2628 2.5577 -7.601 1.872 8.164 0.03
H 2.4550 0.0984 1.6944 0.930 -2.763 0.445 0.11
C 0.1295 1.1670 0.7486 8.653 -3.360 -11.954 0.01
H -0.2500 1.0719 1.5589 -4.594 -0.358 10.291 -0.02
C -0.7434 1.7988 -0.4563 5.812 -14.162 -0.545 -0.04
N -0.6855 0.8602 -1.5742 -2.942 1.173 0.911 0.09
C -1.8360 0.0975 -1.6911 10.683 -0.941 -10.932 -0.55
O -2.7749 0.0289 -1.1212 -9.555 0.367 7.004 0.17
C -1.7755 -0.8752 -3.1743 5.399 0.780 3.281 -0.05
C -2.2809 -2.2483 -2.7512 0.587 3.481 1.186 -0.29
H -2.1507 -2.8370 -3.5158 1.020 -3.997 -3.717 0.05
H -3.2532 -2.1217 -2.6685 -5.124 0.069 0.651 0.05
S -1.7002 -2.8407 -1.2116 -0.301 -1.770 1.117 0.79
O -1.4744 -4.3166 -1.2129 -0.630 3.165 -0.070 -0.32
O -0.6348 -1.8863 -1.0439 1.280 -0.853 1.782 -0.38
C -3.0835 -2.4334 0.0761 3.127 0.844 0.128 -0.13
C -2.7491 -1.4757 1.3107 5.775 -6.587 -12.230 0.00
C -3.7805 -1.3543 1.9186 3.078 10.483 12.357 -0.33
C -4.8560 -1.9320 1.9685 -13.097 -6.578 -1.658 -0.60
C -5.2404 -2.8005 0.9216 0.685 0.166 -1.539 -0.02
C -4.2666 -3.0189 -0.1852 0.172 5.445 9.874 -0.03
H -4.4249 -3.5554 -0.9283 -1.714 -4.889 -6.601 0.03
H -6.2308 -3.2514 0.7299 0.560 0.435 0.852 0.11
Br -6.3359 -1.4386 3.2612 1.519 -0.494 -1.054 0.62
H -3.5212 -0.5913 2.9559 -1.210 -1.772 -2.639 0.21
H -1.7835 -1.2525 1.0744 2.544 1.844 1.049 0.07
H -2.1945 -0.2397 -4.0230 0.548 -1.589 0.945 0.12
H -0.4859 -1.2462 -3.1675 -3.614 2.101 -1.013 0.18
H 0.0815 0.7360 -2.1795 0.560 -0.283 -0.450 0.11
H -1.5743 1.6773 -0.1299 -10.462 0.020 3.755 0.02
H -0.3192 2.5565 -0.4857 5.870 13.177 -1.824 0.01
H 0.4408 -0.2596 0.4266 -1.528 3.416 0.713 0.21
H 1.8665 1.6631 -1.3513 -2.301 0.921 -1.732 0.09
H 2.5106 0.2336 -0.4977 -1.125 1.564 -0.444 0.17
H 4.2910 1.7950 -1.4774 -2.379 0.387 2.542 0.20
H 3.3574 3.0237 -0.3504 1.193 1.040 0.136 0.12
H 4.5865 0.4456 0.8469 -0.625 -1.175 -0.700 0.14
H 6.2386 1.9415 1.9108 -0.273 0.181 -1.641 0.09
H 5.5691 3.3745 0.7921 0.517 -2.646 0.765 0.12

=====

Repeat the third record exactly.
45
Properties=species:S:1:pos:R:3:forces:R:3:lowdin_charge:R:1 method="wB97M-V/def2-TZVPD" homo_ev="-13.46 / -13.46" gap_ha="0.346 / 0.215" multiplicity=2 total_charge=+1 s_squared=0.7521
C 2.1185 -1.8938 -1.2024 -0.473 -0.617 -0.083 -0.06
C 1.1480 -1.1991 -0.2518 0.031 1.116 -1.579 -0.22
C 0.8040 -2.0188 0.9794 0.689 -1.156 1.214 -0.15
C 0.0587 -1.1370 1.9147 -0.597 -0.713 -0.963 -0.14
C 0.7604 -0.3376 2.8218 0.809 0.497 0.683 0.05
C 0.3348 0.6615 3.8104 -0.365 -0.308 0.988 -0.02
C -1.3879 -1.1242 1.6164 -0.379 0.994 -0.132 0.00
H 1.5773 -2.6641 -1.7525 0.067 -0.402 0.264 0.09
H 2.9469 -2.3373 -0.6538 0.175 0.025 -0.212 0.09
H 2.4764 -1.2668 -2.0148 0.238 0.421 0.333 0.07
H 0.2673 -0.9227 -0.8363 -0.398 -0.334 0.217 0.10
H 1.5313 -0.2007 -0.0169 0.305 -0.231 0.596 0.10
H 1.7192 -2.4695 1.3809 0.321 0.840 0.382 0.14
H 0.2590 -2.9515 0.8176 -0.639 0.520 -0.696 0.11
H 1.8332 -0.4679 2.8462 0.211 -0.305 -0.440 0.14
H -0.4669 0.3259 4.4772 -0.379 -0.025 -0.469 0.11
H 0.0469 1.6013 3.3561 -0.290 0.125 -0.184 0.09
H 1.1303 0.9002 4.5106 0.368 -0.039 -0.240 0.10
H -1.9344 -0.2097 1.8470 0.247 0.077 0.522 0.07
H -1.9463 -1.9328 2.0904 0.260 -0.336 0.045 0.13
H -1.4954 -1.2061 0.5293 -0.054 -0.396 0.053 0.09
H -0.9149 1.1241 0.7197 -0.126 -0.080 -0.803 0.00
H -0.5012 2.2476 1.5632 0.126 0.451 -0.075 0.05
O -0.1735 1.7377 0.8155 0.064 -0.123 0.575 -0.06
H -2.6975 1.1337 -0.5930 0.001 0.332 -0.340 0.04
H -1.4630 0.9384 -1.5936 -0.413 0.539 0.427 0.00
O -2.1037 0.4982 -0.9987 0.294 -0.921 0.144 -0.06
H -0.9742 0.4779 -3.6645 0.098 0.370 -0.297 0.03
H -0.9063 -0.9446 -3.2885 0.139 -0.340 -0.312 0.05
O -0.4916 -0.3210 -3.9002 -0.544 -0.263 0.559 -0.04
H 1.2867 0.7917 -4.3179 -0.126 -0.413 0.125 0.03
H 1.7527 0.5934 -2.8555 -0.228 -0.327 -0.155 0.00
O 1.7533 1.2055 -3.5901 0.624 1.030 0.010 -0.05
H 0.4012 2.5145 -2.5208 0.229 -0.177 0.093 0.05
H -0.0739 2.4638 -0.9983 0.179 0.123 -0.151 0.02
O -0.3134 2.2790 -1.9146 -0.359 0.014 -0.157 -0.06
H -2.9219 2.9757 1.4859 -0.287 0.058 0.191 0.08
H -3.3414 1.8510 2.4807 -0.492 0.227 0.393 0.06
O -2.8429 2.0390 1.6917 0.645 -0.175 -0.516 -0.03
H 2.6021 2.0893 1.6614 -0.211 0.047 0.026 0.02
H 1.9479 2.1341 0.2541 -0.111 -0.006 0.325 -0.01
O 2.7716 2.2609 0.7343 0.389 -0.039 -0.300 -0.04
H -2.1643 -3.8564 -0.0015 0.480 -0.762 0.548 0.04
H -0.7198 -4.4985 -0.5221 -0.018 -0.678 0.965 0.03
O -1.4984 -3.9835 -0.6747 -0.502 1.359 -1.574 -0.04